(1)
Formula: C23H14AuN3O2
Source: OMol25
Level of theory: ωB97M-V/def2-TZVPD

Atoms and positions in Å:
Au 0.4706 -0.3831 0.6495
O 2.2718 0.2610 -0.2134
C 2.4912 -0.0208 -1.4444
C 3.6949 -0.6790 -1.8045
C 4.0148 -0.9249 -3.1127
C 3.1565 -0.5220 -4.1408
C 1.9715 0.0979 -3.8304
C 1.5824 0.3241 -2.5011
C 0.2894 0.8652 -2.2553
N -0.2782 0.9495 -1.1031
N -1.4159 1.5090 -0.8483
C -1.9793 1.3523 0.3527
O -1.4534 0.7356 1.3033
C -3.2980 1.9855 0.5103
C -3.8646 2.7600 -0.4997
C -5.1143 3.3207 -0.3089
C -5.7924 3.1208 0.8850
C -5.2266 2.3588 1.8943
C -3.9790 1.7964 1.7117
H 4.3576 -0.9632 -1.0010
H 4.9346 -1.4354 -3.3583
H 3.4239 -0.6987 -5.1724
H 1.2947 0.3966 -4.6183
H -0.2683 1.2047 -3.1305
H -3.3261 2.9193 -1.4226
H -5.5615 3.9290 -1.0823
H -6.7626 3.5704 1.0362
H -5.7472 2.2129 2.8289
H -3.5085 1.2024 2.4804
N -0.6066 -9.9033 3.0742
C -0.5109 -8.8213 2.7077
C -0.4119 -7.4749 2.2987
C 0.7742 -6.7707 2.5145
C 0.8451 -5.4360 2.1874
C -0.2621 -4.7865 1.6372
C -1.4347 -5.5017 1.3918
C -1.5106 -6.8388 1.7187
C -0.1519 -3.4103 1.3271
C 0.0510 -2.2385 1.1201
H 1.6274 -7.2771 2.9386
H 1.7497 -4.8722 2.3526
H -2.2803 -4.9987 0.9502
H -2.4137 -7.4015 1.5329

Cartesian forces (eV/Å) of the 6 atoms listed first:
-1.25 1.12 -1.04
0.03 -0.48 0.28
0.04 -0.10 -0.40
0.35 -0.23 -0.20
0.19 -0.02 0.69
-0.69 0.40 -0.19

Calculated values
E_HOMO (spin up / spin down) = -8.39 / -8.38 eV

Need the Mulliken charges? In units of e they are:
1 Au 0.70
2 O -0.78
3 C 0.66
4 C -0.44
5 C -0.49
6 C -0.47
7 C -0.88
8 C 0.73
9 C -0.22
10 N 0.01
11 N -0.55
12 C 0.54
13 O -0.75
14 C 0.54
15 C -0.17
16 C -0.65
17 C -0.35
18 C -0.59
19 C -0.51
20 H 0.43
21 H 0.38
22 H 0.40
23 H 0.34
24 H 0.38
25 H 0.40
26 H 0.38
27 H 0.39
28 H 0.39
29 H 0.39
30 N -0.51
31 C 0.06
32 C 0.54
33 C -0.58
34 C -0.44
35 C 0.24
36 C -0.64
37 C -0.51
38 C 1.86
39 C -2.01
40 H 0.44
41 H 0.46
42 H 0.44
43 H 0.44

---

(2)
Formula: C23H14Cl52FIO4
Source: OMol25
Level of theory: ωB97M-V/def2-TZVPD

Atoms and positions in Å:
C -4.2248 2.3753 0.2657
C -3.5009 1.2129 -0.6947
O -4.2281 0.1444 -1.0315
O -2.1252 1.5108 -1.1222
C -1.3131 0.2971 -1.2936
C -1.0372 -0.5597 0.0760
O -2.1579 -1.4128 0.5947
C -2.5576 -1.0293 1.9581
O -3.7382 -1.1442 2.5745
C -1.0982 -0.4633 2.5473
C -0.1374 0.0768 1.2892
I -0.1265 2.2328 1.6568
C 1.2897 -0.7050 1.6217
C 2.6286 0.1789 1.2766
C 3.4321 0.6903 2.6514
F 3.6081 2.1801 2.6843
H -4.2994 3.3331 -0.4430
H -3.5402 2.6986 1.1683
H -5.3221 2.1015 0.5663
H -0.3020 0.5797 -1.8564
H -1.8906 -0.4149 -2.0583
H -0.3098 -1.4158 -0.3282
H -1.3768 0.4269 3.2921
H -0.7310 -1.4170 3.1386
H 1.3819 -1.0176 2.7655
H 1.3724 -1.7335 1.0218
H 2.4654 1.0510 0.5121
H 3.3922 -0.5724 0.7503
H 2.8694 0.3894 3.6387
H 4.4889 0.1382 2.7068
C -4.0710 -4.3794 -0.8264
Cl -4.0485 -3.5090 -2.3809
Cl -5.3736 -5.5949 -0.8451
Cl -2.5046 -5.1912 -0.5776
Cl -4.3573 -3.2224 0.4979
C 5.3529 1.6806 6.5230
Cl 4.5768 2.1323 4.9842
Cl 5.1510 -0.0680 6.7992
Cl 7.0892 2.0737 6.4503
Cl 4.5948 2.5842 7.8583
C -7.7437 -0.1151 -2.0456
Cl -7.6299 -0.5883 -3.7595
Cl -9.4543 0.1229 -1.6075
Cl -7.0428 -1.3982 -1.0274
Cl -6.8479 1.4033 -1.7879
C 1.5506 4.5396 6.1356
Cl 3.1223 5.1027 6.7576
Cl 0.7788 3.4809 7.3432
Cl 0.5000 5.9431 5.8184
Cl 1.8012 3.6315 4.6233
C 1.9409 -1.6563 -3.3842
Cl 1.9633 -0.7859 -4.9387
Cl 0.6383 -2.8718 -3.4029
Cl 3.5072 -2.4681 -3.1353
Cl 1.6545 -0.4993 -2.0599
C 0.6593 -2.2315 -8.6897
Cl 1.7960 -3.0313 -9.8045
Cl -1.0131 -2.6035 -9.1789
Cl 0.9386 -2.8219 -7.0321
Cl 0.9157 -0.4691 -8.7436
C -7.0263 -8.3026 -3.5393
Cl -5.2482 -8.3406 -3.6450
Cl -7.5159 -8.0964 -1.8386
Cl -7.6499 -6.9421 -4.5060
Cl -7.6913 -9.8315 -4.1675
C -3.4675 5.7556 6.9618
Cl -3.4450 6.6259 5.4073
Cl -4.7701 4.5400 6.9431
Cl -1.9012 4.9438 7.2107
Cl -3.7539 6.9126 8.2862
C 0.3670 6.0375 10.5356
Cl 0.5732 6.1641 8.7705
Cl -0.4801 4.5196 10.9273
Cl 1.9655 6.0456 11.3224
Cl -0.5908 7.4205 11.1224
C 6.3241 -4.1662 -5.4308
Cl 6.7850 -5.4662 -6.5587
Cl 7.6236 -2.9491 -5.3644
Cl 4.8186 -3.3975 -5.9939
Cl 6.0691 -4.8521 -3.8063
C 10.1967 -3.2071 -1.7803
Cl 11.3334 -4.0069 -2.8950
Cl 8.5243 -3.5792 -2.2694
Cl 10.4760 -3.7975 -0.1226
Cl 10.4531 -1.4447 -1.8341
C -3.1934 0.7531 -7.3721
Cl -4.5054 -0.3502 -6.8863
Cl -2.9263 0.6212 -9.1288
Cl -3.6441 2.4278 -6.9640
Cl -1.6978 0.3136 -6.5093
C 2.5282 3.3454 -3.0734
Cl 3.6649 2.5456 -4.1881
Cl 0.8558 2.9733 -3.5625
Cl 2.8075 2.7550 -1.4157
Cl 2.7846 5.1078 -3.1272

Cartesian forces (eV/Å) of the 6 atoms listed first:
0.92 0.84 -1.48
-3.71 -3.59 -0.62
5.49 6.34 1.75
-2.56 -1.85 1.48
-0.77 -1.24 -1.00
2.75 -1.72 -1.49

Calculated values
E_HOMO = -9.84 eV

Need the Mulliken charges? In units of e they are:
1 C -0.91
2 C 0.47
3 O -0.24
4 O -0.26
5 C 0.33
6 C 0.09
7 O -0.04
8 C 0.32
9 O -0.60
10 C -0.51
11 C 0.38
12 I 0.14
13 C -0.77
14 C 0.51
15 C -0.40
16 F -0.37
17 H 0.32
18 H 0.18
19 H 0.29
20 H -0.43
21 H 0.30
22 H 0.05
23 H 0.26
24 H 0.29
25 H 0.44
26 H 0.17
27 H -0.61
28 H 0.39
29 H 0.30
30 H 0.21
31 C 0.16
32 Cl -0.06
33 Cl -0.03
34 Cl -0.13
35 Cl -0.05
36 C 0.28
37 Cl 0.03
38 Cl -0.12
39 Cl -0.11
40 Cl -0.07
41 C 0.25
42 Cl -0.10
43 Cl -0.11
44 Cl -0.02
45 Cl -0.09
46 C 0.15
47 Cl -0.05
48 Cl -0.05
49 Cl -0.07
50 Cl 0.04
51 C -0.09
52 Cl 0.00
53 Cl -0.09
54 Cl -0.02
55 Cl 0.19
56 C 0.25
57 Cl -0.10
58 Cl -0.07
59 Cl -0.02
60 Cl -0.09
61 C 0.35
62 Cl -0.08
63 Cl -0.09
64 Cl -0.09
65 Cl -0.10
66 C 0.21
67 Cl -0.11
68 Cl -0.10
69 Cl 0.06
70 Cl -0.10
71 C 0.25
72 Cl 0.03
73 Cl -0.10
74 Cl -0.10
75 Cl -0.09
76 C 0.29
77 Cl -0.09
78 Cl -0.08
79 Cl -0.01
80 Cl -0.12
81 C 0.28
82 Cl -0.10
83 Cl 0.01
84 Cl -0.10
85 Cl -0.10
86 C 0.22
87 Cl -0.07
88 Cl -0.09
89 Cl -0.10
90 Cl 0.06
91 C 0.26
92 Cl -0.08
93 Cl -0.05
94 Cl -0.09
95 Cl -0.10

---

(3)
Formula: C23H14F6N3O4S2Ti
Source: OMol25
Level of theory: ωB97M-V/def2-TZVPD

Atoms and positions in Å:
Ti 0.6773 0.1628 -0.4834
F 3.0841 5.0389 0.1799
C 3.8343 4.4461 -0.7618
F 3.3486 4.8185 -1.9555
F 5.0676 5.0045 -0.6672
C 3.9027 2.9557 -0.5961
C 5.1200 2.3473 -0.3709
C 5.1896 0.9674 -0.2134
C 4.0155 0.2500 -0.2800
N 2.8333 0.8213 -0.5003
C 2.7311 2.1677 -0.6758
S 1.1358 2.6961 -0.9827
H 6.0155 2.9505 -0.3199
H 6.1335 0.4710 -0.0411
H 4.0039 -0.8275 -0.1586
O -0.6247 0.0104 -2.4236
S -1.8751 0.3764 -1.7358
O -2.6081 1.4938 -2.2616
N -1.3408 0.5010 -0.2653
C -1.8930 0.5621 0.9962
C -3.2279 0.6667 1.3443
C -3.5798 0.6991 2.6972
C -2.6245 0.6346 3.6860
C -1.2558 0.5289 3.3565
C -0.2095 0.4634 4.3195
C 1.0965 0.3589 3.8772
C 1.3823 0.3064 2.5229
N 0.4228 0.3564 1.5619
C -0.8943 0.4897 1.9969
C -2.9694 -1.0160 -1.7961
C -4.1355 -0.9332 -2.5424
C -4.9780 -2.0337 -2.5979
C -4.6492 -3.1952 -1.9110
C -3.4819 -3.2627 -1.1625
C -2.6362 -2.1667 -1.0955
H -3.9807 0.7295 0.5684
H -4.6256 0.7810 2.9685
H -2.9057 0.6650 4.7321
H -0.4486 0.4989 5.3749
H 1.9174 0.3130 4.5818
H 2.4036 0.2191 2.1763
H -4.3664 -0.0133 -3.0617
H -5.8909 -1.9841 -3.1778
H -5.3082 -4.0535 -1.9604
H -3.2147 -4.1684 -0.6347
H -1.7234 -2.2094 -0.5175
F 2.1138 -3.6403 -3.0776
C 2.0873 -2.8210 -2.0289
F 3.1499 -3.1315 -1.2459
F 2.3006 -1.5704 -2.4837
C 0.7756 -2.9138 -1.1991
O 0.0994 -3.9113 -1.3133
O 0.6061 -1.9002 -0.4410

Cartesian forces (eV/Å) of the 6 atoms listed first:
-0.38 0.24 0.38
-0.02 0.00 -0.01
0.02 0.00 0.02
-0.02 -0.01 -0.01
0.01 0.01 0.00
0.09 0.00 0.01

Calculated values
⟨S²⟩ = 2.0390
relative energy (zero: lowest compared OMol25 entry of this formula, charge and spin) = 0.0 kJ/mol
E_HOMO (spin up / spin down) = -2.61 / -5.10 eV
charge = -1
spin multiplicity = 3

Need the Mulliken charges? In units of e they are:
1 Ti 0.40
2 F -0.22
3 C 0.61
4 F -0.23
5 F -0.32
6 C -0.17
7 C -0.10
8 C -1.04
9 C -0.35
10 N 0.03
11 C 0.59
12 S -0.47
13 H 0.49
14 H 0.39
15 H 0.48
16 O -0.71
17 S 1.44
18 O -0.78
19 N 0.28
20 C 0.68
21 C -0.82
22 C -0.67
23 C -0.86
24 C 0.62
25 C -0.90
26 C -0.76
27 C -0.43
28 N 0.48
29 C -0.05
30 C 0.26
31 C -0.41
32 C -0.55
33 C -0.37
34 C -0.82
35 C -0.27
36 H 0.46
37 H 0.37
38 H 0.36
39 H 0.38
40 H 0.38
41 H 0.40
42 H 0.47
43 H 0.38
44 H 0.37
45 H 0.42
46 H 0.25
47 F -0.28
48 C 0.91
49 F -0.28
50 F -0.23
51 C 0.35
52 O -0.61
53 O -0.54